No. 1
This record from OMol25 describes CH4O2S2 as an isolated structure at a distorted geometry. The level of theory is ωB97M-V/def2-TZVPD.

## Properties
LUMO level	-0.03	eV
E	-987.226954	Ha
energy above the lowest of the compared OMol25 structures with the same formula, charge and spin	321.52	kJ/mol

Each line ends with the Mulliken charge.
Cartesian coordinates (Å):
H: -1.6685 -0.3555 1.7314  0.1740
C: 0.5071 0.2297 -0.5029  -0.4551
S: -2.1538 -0.3212 0.2787  0.6813
O: -1.1417 0.8141 -0.1072  -0.4169
H: 0.7733 1.0829 -0.9958  0.2094
S: -3.8399 0.4263 -0.1489  -0.2818
H: 0.9299 0.3020 0.4825  0.2696
H: 0.1237 -0.5487 -1.1127  0.3764
O: -1.8286 -1.5805 -0.3972  -0.5569

Cartesian forces, eV/Å:
-1.42 -0.35 -2.29
-4.50 1.21 2.09
1.27 -0.36 0.26
2.75 -0.74 -0.68
0.79 2.00 -1.72
-0.10 -0.14 0.87
0.32 -1.32 0.20
0.82 -1.32 0.01
0.08 1.03 1.26

=====

No. 2
This record from OMol25 describes a 2-piece molecular cluster, C3H9NO2 overall at a distorted geometry. The level of theory is ωB97M-V/def2-TZVPD.

## Properties
LUMO level	0.70	eV
E	-324.934091	Ha
energy above the lowest of the compared OMol25 structures with the same formula, charge and spin	101.14	kJ/mol

Each line ends with the Mulliken charge.
Cartesian coordinates (Å):
O: -1.5865 -1.9323 -1.8691  -0.6202
C: 0.4703 -0.6352 1.1404  -1.3210
H: 0.5720 -1.7139 1.0070  0.3477
H: -0.0757 1.8737 1.4806  0.1700
C: 0.1097 1.1843 -0.5355  0.4385
H: -1.1888 -1.4866 -1.1125  0.2914
H: -0.5349 -0.3152 1.3908  0.4588
H: 1.0545 -0.7052 -0.9998  0.3297
O: -0.5286 1.2682 -1.5607  -0.5513
H: 1.1303 -0.4830 1.9972  0.3492
H: 2.0550 0.3145 -0.0886  0.3529
H: -2.2357 -2.4847 -1.4302  0.2993
C: 1.0097 0.0083 -0.1744  -0.4202
H: -0.1378 3.0408 0.2512  0.2095
N: -0.1133 2.0662 0.5036  -0.3344

Cartesian forces, eV/Å:
0.09 -0.03 0.42
1.41 -0.62 -0.40
-0.69 -0.06 0.06
0.61 -0.35 0.17
-0.71 -1.06 0.48
0.17 0.30 -0.28
-0.16 -0.29 -0.04
-0.52 0.04 0.04
0.88 0.30 -0.30
-0.13 0.54 -0.02
-0.15 0.33 0.35
-0.29 -0.29 -0.18
-0.18 0.08 0.04
-0.55 -0.09 0.01
0.21 1.19 -0.36

=====

No. 3
This record from OMol25 describes C15H18BKN12S as an isolated structure. The level of theory is ωB97M-V/def2-TZVPD.

## Properties
total charge	+1
LUMO level (spin up / spin down)	-3.60 / -7.70	eV
⟨S²⟩	0.772
E	-2262.286995	Ha
spin multiplicity	2
energy above the lowest of the compared OMol25 structures with the same formula, charge and spin	52.98	kJ/mol

Each line ends with the Mulliken spin population.
Cartesian coordinates (Å):
N: -2.8615 -1.4016 -0.2551  0.0001
K: -1.6763 0.6755 -1.3113  -0.0001
C: -4.0345 -3.2172 0.3810  0.0000
C: 3.7935 -0.2000 -1.1068  0.0308
N: 2.5844 0.1068 -1.6468  0.0526
C: -4.3778 -0.2554 5.0682  0.0000
H: 3.7664 0.2802 0.9611  0.0030
H: -1.5238 -0.0187 4.2947  0.0000
C: 0.4990 -0.2208 3.3774  -0.0001
H: -5.1282 0.7858 0.3611  0.0000
H: 5.1237 -0.7270 0.4186  0.0009
H: 1.3462 0.8530 -0.2760  0.0019
H: -4.6226 -0.8646 5.9239  0.0000
N: -1.3545 -0.0230 2.1915  -0.0002
B: -2.8644 0.0153 1.8256  0.0001
H: -5.0381 3.2972 -0.7430  0.0000
C: -4.3284 1.5089 0.3330  0.0000
H: -2.5019 4.1565 -0.1232  0.0000
H: 1.0738 -0.7180 -0.6337  0.0020
H: -4.3660 -2.3783 2.4310  0.0000
N: 4.0866 0.1873 -3.1530  0.1334
H: -4.5238 -4.1749 0.3630  0.0000
N: -3.6719 0.1873 3.1038  0.0000
C: -0.8659 -0.0751 3.4448  0.0003
H: 3.5053 -1.4329 0.5974  0.0030
C: 0.7522 -0.2550 2.0062  0.0002
C: -4.2640 2.7690 -0.2143  0.0000
H: -4.0237 2.2852 3.0618  0.0000
C: -4.0903 1.3694 3.6257  0.0000
H: -3.1333 -2.9367 -1.6458  0.0000
H: -4.9812 1.8407 5.5791  0.0000
N: -0.3599 -0.1304 1.2811  0.0001
N: 4.7281 -0.1437 -2.0448  0.1225
C: -4.5597 1.1294 4.8910  0.0000
C: -2.9682 3.2115 0.1110  0.0000
C: -3.3238 -2.5863 -0.6427  0.0000
N: 1.3287 0.1809 -1.0419  -0.0028
C: -3.9773 -2.3289 1.4293  0.0000
C: 2.7636 0.3611 -2.9862  -0.1188
N: -3.2668 -1.2505 1.0315  0.0000
N: -3.1432 1.2466 0.9262  -0.0001
N: -3.8332 -0.8138 4.0019  0.0000
S: 1.6589 0.7819 -4.1666  0.7731
H: 1.1964 -0.2973 4.1924  0.0000
H: 4.5870 0.2929 -4.0275  -0.0076
H: 1.7159 -0.3753 1.5401  0.0003
N: -2.2892 2.2876 0.7820  0.0000
C: 4.0595 -0.5401 0.3044  0.0051

Cartesian forces, eV/Å:
-0.10 -0.19 0.05
0.14 0.06 -0.16
-0.06 -0.06 0.00
0.09 0.04 0.00
-0.15 0.05 -0.27
0.02 0.02 0.01
0.00 -0.01 0.00
0.01 -0.01 0.01
0.02 -0.01 -0.03
0.00 0.01 0.01
0.00 0.00 0.00
-0.01 0.01 -0.01
0.00 0.00 0.00
0.03 -0.07 -0.05
0.14 -0.08 -0.15
0.00 0.00 0.00
-0.04 -0.05 0.02
0.01 -0.01 0.01
-0.01 0.00 -0.01
0.01 -0.02 0.00
-0.09 0.05 -0.06
0.00 0.00 -0.01
-0.02 0.07 0.02
-0.11 0.07 0.02
-0.01 0.00 0.01
0.04 0.05 0.08
0.04 0.02 -0.01
0.00 0.01 0.02
-0.01 -0.04 -0.01
-0.01 0.00 -0.01
0.00 0.00 0.00
0.07 -0.05 0.07
-0.03 -0.05 0.04
-0.02 -0.01 0.01
0.06 -0.03 -0.15
0.08 0.11 -0.03
0.06 -0.03 0.08
0.10 0.10 0.05
0.07 -0.05 0.14
-0.19 -0.02 0.06
0.03 -0.04 -0.06
-0.01 -0.02 -0.01
0.01 -0.02 0.09
0.00 -0.01 0.00
0.01 0.00 0.01
-0.01 -0.01 -0.07
-0.16 0.19 0.29
0.00 0.00 0.00